Here is 2 unconnected molecules or ions with the total composition C4H14NO2 at a distorted geometry from OMol25. Energies are from ωB97M-V/def2-TZVPD.

The geometry in XYZ format:
```
21
Properties=species:S:1:pos:R:3:forces:R:3:nbo_charge:R:1
C -0.829 -0.277 1.463 0.4 0.5 -1.2 -0.207
C 0.683 -0.385 1.319 1.6 0.1 1.4 -0.438
C 1.278 -0.145 -0.057 1.2 1.3 -0.5 -0.467
C 1.015 1.327 -0.602 -1.3 -1.5 -1.7 -0.075
O 0.499 2.060 0.445 3.5 3.2 2.3 -0.718
N -1.488 -1.156 0.361 -0.1 0.8 3.0 -0.703
H -1.271 0.692 1.258 0.3 0.3 0.4 0.238
H -1.103 -0.651 2.406 -0.6 -0.4 1.1 0.222
H 1.276 0.375 1.965 -1.7 -1.6 -0.3 0.268
H 0.915 -1.452 1.680 0.1 1.5 -0.5 0.217
H 1.010 -0.980 -0.679 0.1 0.1 -0.9 0.200
H 2.378 -0.062 0.011 -0.4 -1.1 0.3 0.240
H 1.886 1.853 -1.027 0.0 -0.8 0.1 0.190
H 0.259 1.371 -1.408 0.3 -0.4 0.2 0.178
H 1.399 2.496 0.804 -3.6 -1.0 -0.5 0.482
H -0.869 -1.926 0.261 0.5 -1.1 -0.7 0.429
H -1.391 -0.520 -0.423 -0.8 -0.6 -1.0 0.475
H -2.397 -1.501 0.757 0.7 0.8 -1.4 0.457
H -0.236 -1.740 -2.803 -1.6 1.0 0.4 0.513
H -1.825 -1.233 -2.459 3.1 0.0 -0.6 0.495
O -0.812 -1.029 -2.396 -1.8 -1.0 -0.1 -0.995
```
Positions in Å, forces in eV/Å.

The HOMO-LUMO gap comes out at 10.15 eV. As for the total charge: +1.

=====

Here is 9 unconnected molecules or ions with the total composition C5H26NO10 at a distorted geometry from OMol25. Energies are from ωB97M-V/def2-TZVPD.

The geometry in XYZ format:
```
42
Properties=species:S:1:pos:R:3:forces:R:3:nbo_charge:R:1
O 1.037 -3.092 1.190 -0.9 -1.2 -0.3 -0.562
C -0.017 -2.528 1.089 2.0 2.4 0.7 0.810
O 0.000 -1.177 1.218 -0.8 1.9 0.0 -0.757
C -1.414 -2.819 0.763 0.7 -0.8 -2.3 -0.521
C -2.459 -1.679 0.971 -2.3 -2.4 -2.0 -0.453
C -2.778 -0.513 0.015 -0.9 -0.6 0.4 0.157
C -4.012 -0.260 -0.497 2.4 -1.5 0.5 -0.364
N -1.647 0.469 -0.168 1.5 -2.4 0.4 -0.778
H 0.843 -0.745 1.279 1.4 -0.1 0.6 0.525
H -1.534 -3.803 1.198 -1.3 -0.1 0.2 0.273
H -1.222 -3.024 -0.334 -0.9 0.0 0.7 0.267
H -2.359 -1.225 1.851 1.2 1.6 4.0 0.230
H -3.410 -2.236 1.185 0.5 0.6 -0.8 0.251
H -4.044 0.318 -1.409 -0.7 0.8 0.4 0.230
H -4.828 -0.902 -0.124 0.4 0.4 -0.8 0.243
H -1.885 1.412 0.111 0.0 0.5 -0.1 0.465
H -1.410 0.386 -1.172 0.5 0.6 0.5 0.456
H -0.738 0.121 0.473 -2.6 0.5 -1.9 0.498
H 1.877 0.748 -0.138 0.3 -1.4 -1.4 0.491
H 2.603 1.031 1.268 -1.4 0.3 -1.5 0.524
O 1.942 1.357 0.571 1.2 1.0 2.5 -1.037
H -0.043 1.478 -2.662 0.2 1.2 0.0 0.489
H -0.593 1.547 -4.110 -0.3 1.1 -0.7 0.495
O -0.288 0.973 -3.433 0.1 -2.0 0.7 -0.985
H 2.173 -2.576 -3.923 -0.7 1.0 -0.2 0.506
H 1.213 -1.276 -3.901 -1.6 1.9 -2.7 0.485
O 1.656 -1.910 -3.433 2.3 -3.2 2.6 -0.986
H 3.165 -0.592 3.121 0.4 -0.7 0.4 0.509
H 2.878 -1.156 1.703 1.3 -5.0 -3.1 0.482
O 2.774 -0.490 2.264 -1.4 5.2 2.9 -0.963
H 1.678 -1.070 -1.470 0.8 -1.9 -0.3 0.506
H 1.390 0.081 -2.412 -0.4 -0.7 2.2 0.512
O 1.239 -0.249 -1.458 -0.5 2.7 -1.7 -0.998
H 1.652 2.660 -1.555 -0.7 1.1 -0.9 0.474
H 0.499 3.586 -1.281 -0.5 0.6 0.5 0.491
O 0.984 3.238 -2.027 1.2 -1.8 0.6 -0.954
H 0.494 2.440 0.315 -0.1 0.4 1.0 0.478
H 0.074 3.031 1.685 -0.3 -0.3 0.6 0.479
O -0.139 3.041 0.754 -0.7 -0.2 -2.8 -1.026
H 1.160 3.172 2.916 0.5 -0.4 0.3 0.478
H -0.025 3.730 3.650 0.4 -2.4 -0.9 0.496
O 0.296 2.856 3.210 -0.3 2.8 1.9 -0.915
```
Positions in Å, forces in eV/Å.

The HOMO-LUMO gap comes out at 11.09 eV. As for the total charge: +1.

=====

Here is a single C2H7NOSi molecule at a distorted geometry from OMol25. Energies are from ωB97M-V/def2-TZVPD.

The geometry in XYZ format:
```
12
Properties=species:S:1:pos:R:3:forces:R:3:nbo_charge:R:1
H 0.274 -1.958 2.681 0.4 -0.6 0.2 0.339
N 0.203 -0.969 2.515 -0.9 0.5 0.0 -0.592
C -0.085 -0.765 1.306 1.3 2.3 0.2 0.124
C -0.241 0.629 0.704 1.8 -1.3 -1.8 -0.113
O -0.814 0.613 -0.602 -0.2 -0.6 0.7 -0.883
Si -0.001 0.383 -2.011 -0.1 1.8 1.9 1.267
H 0.006 -1.449 0.528 -0.4 -2.1 -1.2 0.142
H 0.707 1.196 0.656 0.0 -0.6 0.2 0.190
H -0.861 1.161 1.288 -2.3 2.0 2.1 0.196
H 0.009 -0.886 -2.494 -0.4 -2.7 -1.1 -0.229
H 1.363 0.676 -1.740 1.3 0.4 0.2 -0.234
H -0.560 1.369 -2.832 -0.6 0.9 -1.4 -0.206
```
Positions in Å, forces in eV/Å.

The HOMO-LUMO gap comes out at 11.11 eV. The SMILES is [H]/N=C/CO[SiH3].

=====

Here is a single C3H7NO2 molecule at a distorted geometry from OMol25. Energies are from ωB97M-V/def2-TZVPD.

The geometry in XYZ format:
```
13
Properties=species:S:1:pos:R:3:forces:R:3:nbo_charge:R:1
C 2.041 0.098 -0.155 0.1 -0.1 -0.2 -0.427
N 0.637 -0.267 -0.234 -0.3 -0.1 0.0 -0.619
C -0.250 0.197 0.679 -0.4 0.1 0.1 0.622
O -0.046 0.927 1.633 0.3 -0.2 -0.5 -0.609
C -1.620 -0.360 0.332 0.2 -1.4 -0.7 -0.116
O -2.462 0.535 -0.328 0.0 0.4 -0.4 -0.682
H 2.386 0.573 -1.077 0.0 -0.1 0.1 0.200
H 2.139 0.823 0.666 -0.1 -0.2 -0.3 0.245
H 2.678 -0.761 0.072 -0.1 0.1 -0.1 0.199
H 0.142 -0.937 -0.859 1.9 0.8 0.4 0.396
H -2.112 -0.576 1.300 0.2 -0.7 -0.8 0.216
H -1.367 -1.238 -0.464 -1.4 1.0 2.4 0.115
H -2.079 0.617 -1.208 -0.3 0.4 -0.1 0.461
```
Positions in Å, forces in eV/Å.

The HOMO-LUMO gap comes out at 10.12 eV. The SMILES is CNC(=O)CO.

=====

Table of relative energy (zero: lowest compared OMol25 entry of this formula, charge and spin) (eV), in record order: 2.661 2.402 1.869 1.713
Table of highest occupied orbital energy (eV), in record order: -13.651 -13.711 -10.202 -9.557
Table of energy (hartree), in record order: -365.7329 -1012.9639 -499.8491 -323.7180